Record 1
Entry from OMol25: a structure of composition C12H33N3O7SSr in a non-equilibrium geometry (the ωB97M-V functional and the def2-TZVPD basis).

Properties
HOMO energy = -6.345 eV
relative energy (zero: lowest compared OMol25 entry of this formula, charge and spin) = 7.8 kcal per mole

```
! RIJCOSX wB97M-V def2-TZVPD def2/J DEFGRID3
* xyz 0 1
O 0.547 0.426 2.474
H 2.114 -2.177 -2.419
H -4.628 1.472 -0.667
H 2.796 0.373 1.440
H 0.428 1.898 3.943
O 0.234 -1.786 -1.577
C 0.906 -0.604 3.239
C 1.712 -0.017 -2.313
H 3.839 -0.126 -2.653
H 1.312 -0.344 4.216
C 2.974 0.324 -3.139
H 0.923 -2.643 1.553
H 2.477 1.316 -1.111
C -2.498 1.578 -1.234
H -3.167 -0.183 -1.092
C 2.011 -1.429 2.555
O -0.702 2.116 0.036
H 3.678 -0.042 2.891
C 1.298 -1.457 -2.484
S -2.295 -2.121 2.035
H 0.860 2.976 -1.037
C -4.061 1.834 -1.525
H -2.331 1.435 0.902
H -0.058 4.153 -0.081
H -0.798 -3.167 -2.558
C -0.289 -3.049 -1.601
H -2.050 2.047 -2.110
H -4.579 1.403 -2.381
O -3.495 -2.710 1.463
H 0.090 -1.316 3.370
H -2.519 3.089 0.386
N 1.646 -1.989 1.287
H -0.278 2.307 2.416
Sr -0.340 -0.334 0.312
N 1.833 0.558 -0.934
H -0.685 3.508 -1.584
N -2.290 0.169 -1.447
H 1.070 -1.528 -3.548
O -2.243 -0.716 1.697
H 3.061 1.397 -3.313
H -1.225 -3.083 -1.044
C -0.149 1.482 3.117
O -2.380 -2.267 3.471
H 0.835 0.527 -2.663
C -0.135 3.246 -0.681
H 2.460 -2.406 0.857
H -2.431 -0.138 -2.399
H 2.577 0.030 -0.499
H -4.408 2.865 -1.588
H 2.908 -0.085 -4.147
H -1.202 1.295 3.327
H 0.394 -3.890 -1.480
H 3.895 -0.994 1.417
H 2.426 -2.150 3.259
C 3.163 -0.467 2.030
C -2.115 2.123 0.085
O -1.114 -2.726 1.530
*
```

***

Record 2
Entry from OMol25: a cluster of 5 separate species, C12H34IN2O6 in total in a non-equilibrium geometry (the ωB97M-V functional and the def2-TZVPD basis).

Properties
HOMO energy = -3.816 eV
relative energy (zero: lowest compared OMol25 entry of this formula, charge and spin) = 75.8 kcal per mole

```
! RIJCOSX wB97M-V def2-TZVPD def2/J DEFGRID3
* xyz -1 1
H 4.483 3.795 -1.239
H -0.932 -1.065 -2.292
H -2.243 -6.150 4.999
H -3.878 -2.070 -1.738
H 2.515 0.844 8.130
H -0.257 1.469 7.784
H 4.691 4.205 -4.975
O 2.570 4.287 -5.298
H 3.310 2.141 -2.269
C 2.546 5.064 -6.505
O -3.704 -6.780 3.697
H 5.086 5.071 -2.026
C 0.959 0.703 6.108
H -4.608 1.388 -1.353
I 2.240 -2.064 0.779
C -4.376 0.372 -1.034
C -1.940 -3.478 -2.939
H -4.173 0.397 0.037
C -2.960 -1.487 -1.827
H -2.607 -4.153 -3.475
H 3.349 4.823 -7.202
C -2.305 -1.945 -3.181
H 2.023 0.776 4.501
H -5.289 -0.166 -1.288
C 3.540 3.918 -3.082
H -2.864 -3.789 4.666
H 2.682 4.391 -2.604
H 0.017 0.579 5.575
C 4.755 4.060 -2.261
H -3.928 -5.667 5.470
H 3.897 5.596 -4.335
H -2.871 -1.822 -4.104
O 1.638 0.904 8.515
N -1.081 -1.130 -3.289
N 3.332 2.453 -3.229
H -1.524 -4.155 2.890
H 2.533 6.144 -6.359
O -3.304 -0.097 -1.941
H -1.991 -3.949 -1.957
H -2.238 -1.690 -1.036
H 1.362 -0.299 6.253
H 5.519 3.381 -2.641
C 0.793 1.428 7.493
H -4.160 -4.286 3.535
H -0.925 -3.783 -3.195
H 1.165 2.450 7.420
O 1.923 1.314 5.290
H 1.677 4.829 -7.119
C -3.175 -4.533 3.932
C 3.765 4.526 -4.497
O -2.369 -4.597 2.774
H 4.203 2.062 -3.558
H -3.251 -6.559 2.880
C -3.222 -5.816 4.654
H -0.400 -1.836 -3.532
*
```

***

no.,calculated total energy (Eh)
1,-1596.8588
2,-1336.1881